Molecular formula: C34H42N2O6
Method: DFT, ωB97M-V/def2-TZVPD

Positions of all 84 atoms, in Å:
O 3.080 -3.461 4.278
O 0.994 0.871 -2.901
O -0.782 2.235 -2.708
O -1.107 -2.167 -1.103
O -2.015 1.982 6.235
O 0.523 -1.783 -2.595
N 2.455 -1.328 -0.582
N 0.533 3.465 1.635
C -2.210 2.940 7.310
C 0.564 2.294 0.939
C 0.730 -0.753 0.763
C -0.551 -1.358 -1.851
C -0.402 0.003 1.147
C -1.005 3.815 4.989
C 1.517 1.782 -3.882
C 1.489 -1.848 1.400
C 0.439 -3.201 -2.835
C -3.460 -0.744 -1.534
C -2.732 -0.500 -3.897
C 1.620 -3.612 -3.656
C 2.681 -3.188 3.007
C -4.932 -0.598 -1.952
C 3.442 -1.233 -1.646
C 1.590 -2.329 2.694
C 1.148 4.712 1.222
C -0.633 1.953 2.883
C -1.233 1.525 4.043
C -1.436 2.458 5.100
C 3.507 -3.738 1.981
C -0.300 1.119 -2.553
C -4.167 -0.252 -4.374
C -0.310 4.212 3.851
C -0.214 1.322 1.617
C -2.531 0.035 -2.463
C 2.948 1.408 -4.116
C -5.186 -0.899 -3.432
C -1.065 -0.011 -2.042
C 1.441 -0.438 -0.394
C 2.738 -2.615 5.399
C 2.473 -2.240 0.456
C -0.152 3.291 2.828
C 3.402 -3.251 0.690
H 1.407 2.814 -3.531
H 3.894 -0.229 -1.648
H -2.014 -0.032 -4.586
H 4.217 -1.988 -1.472
H 1.467 -4.626 -4.035
H 0.932 1.645 -4.799
H -2.732 2.373 8.076
H 4.026 -3.614 -0.117
H -2.822 1.093 -2.444
H 1.767 -2.954 -4.519
H -5.226 0.437 -1.728
H -1.584 0.501 4.138
H 3.340 1.979 -4.961
H -3.162 -1.802 -1.554
H -2.825 3.789 6.978
H 2.986 -1.563 5.204
H 3.051 0.344 -4.346
H -3.290 -0.395 -0.502
H 1.296 0.430 -1.016
H -0.496 -3.384 -3.384
H -1.196 4.535 5.789
H -1.239 3.299 7.684
H 4.268 -4.457 2.269
H 1.092 2.208 -0.002
H 2.542 -3.609 -3.065
H 0.890 -1.987 3.460
H -5.143 -1.985 -3.584
H 1.043 4.813 0.135
H 3.566 1.609 -3.235
H -1.376 -0.494 1.244
H -5.542 -1.255 -1.324
H 0.393 -3.755 -1.886
H -6.201 -0.586 -3.703
H 2.959 -1.397 -2.621
H 0.113 5.210 3.764
H -2.529 -1.585 -3.899
H -4.289 -0.635 -5.395
H 3.351 -3.010 6.215
H 1.674 -2.716 5.643
H 0.632 5.534 1.726
H -4.342 0.833 -4.414
H 2.213 4.739 1.496

The calculated total energy comes out at -51200.476 eV. Its max |F| is 0.05411 hartree/bohr. The value obtained for the energy above the lowest of the compared OMol25 structures with the same formula, charge and spin is 119.88 kJ/mol.

=====

Molecular formula: H2N2O3S
Method: DFT, ωB97M-V/def2-TZVPD

Positions of all 8 atoms, in Å:
S -0.264 -0.711 -2.275
O 1.736 2.024 -0.175
O 3.369 1.605 1.135
O 1.666 0.281 1.108
N 2.315 1.394 0.648
N -0.313 -0.380 -0.759
H -1.236 -0.126 -0.394
H 0.881 0.061 0.535

Its SMILES is O=[N+]([O-])O.N=S. The calculated total energy comes out at -19984.686 eV. Its max |F| is 0.03547 hartree/bohr. The value obtained for the energy above the lowest of the compared OMol25 structures with the same formula, charge and spin is 309.10 kJ/mol.

=====

Molecular formula: H3N3O2S
Method: DFT, ωB97M-V/def2-TZVPD

Positions of all 9 atoms, in Å:
S 1.679 0.808 -0.199
O -1.233 0.273 -1.231
O -0.734 1.215 1.070
N 0.749 -1.610 0.196
N -0.700 0.022 0.603
N 0.619 -0.373 0.192
H -2.078 -0.174 -1.177
H 0.033 1.753 0.689
H 1.663 -1.913 -0.143

The calculated total energy comes out at -19442.312 eV. Its max |F| is 0.06957 hartree/bohr. The value obtained for the energy above the lowest of the compared OMol25 structures with the same formula, charge and spin is 368.94 kJ/mol.

=====

Molecular formula: C5H9N5O2
Method: DFT, ωB97M-V/def2-TZVPD

Positions of all 21 atoms, in Å:
O 2.894 1.442 -0.503
O 4.424 -0.904 0.413
N -1.690 0.789 -0.077
N -0.301 -1.124 -0.292
N -3.938 -0.755 0.031
N 0.472 2.525 0.143
N 0.818 1.193 0.352
C -0.617 0.071 -0.095
C 3.384 -1.425 0.110
C 0.982 -1.559 -0.200
C 2.084 -0.778 -0.048
C 2.008 0.710 -0.102
H 3.326 -2.527 -0.035
H -3.405 -1.617 0.076
H 0.592 3.044 1.013
H 1.082 -2.635 -0.279
H -4.509 -0.693 0.866
H 1.111 2.925 -0.552
H -2.633 0.346 -0.074
H -1.524 1.788 0.020
H -4.560 -0.815 -0.768

The calculated total energy comes out at -16874.764 eV. Its max |F| is 0.09354 hartree/bohr. The value obtained for the energy above the lowest of the compared OMol25 structures with the same formula, charge and spin is 92.91 kJ/mol.

=====

Molecular formula: C3H3BiFO2
Method: DFT, ωB97M-V/def2-TZVPD

Positions of all 10 atoms, in Å:
Bi -0.581 2.917 -4.140
F -3.129 0.868 0.358
O -1.621 1.961 -1.020
O -0.396 0.421 -1.790
C -1.229 -0.273 -0.811
C -1.696 0.921 -0.044
C -1.113 1.464 -2.155
H -1.993 -1.030 -0.586
H -1.177 1.200 0.876
H -0.615 -1.257 -1.157

The calculated total energy comes out at -15797.148 eV. Its net charge is +1. Its max |F| is 0.10341 hartree/bohr.

=====

Molecular formula: C2H2N2OS2
Method: DFT, ωB97M-V/def2-TZVPD

Positions of all 9 atoms, in Å:
S -1.568 1.692 -1.247
S 2.368 -1.161 1.067
O -0.274 -1.386 0.549
N -1.332 -0.692 -0.035
N 0.587 0.535 -0.081
C 0.822 -0.632 0.448
C -0.757 0.418 -0.396
H 2.961 0.048 0.868
H -2.806 1.178 -1.172

Its SMILES is Sc1noc(S)n1. The calculated total energy comes out at -28803.135 eV. Its max |F| is 0.02613 hartree/bohr. The value obtained for the energy above the lowest of the compared OMol25 structures with the same formula, charge and spin is 47.20 kJ/mol.

=====

Molecular formula: C3H5N3O
Method: DFT, ωB97M-V/def2-TZVPD

Positions of all 12 atoms, in Å:
O 0.431 1.175 1.376
N -0.114 -1.324 1.519
N -0.561 -2.413 0.853
N 0.880 2.149 0.446
C -0.854 -1.954 -0.364
C -0.383 -0.671 -0.593
C 0.055 -0.300 0.687
H -1.321 -2.479 -1.171
H 1.579 1.957 -0.257
H 0.369 -1.626 2.363
H -0.339 0.020 -1.463
H 0.025 2.462 -0.049

Its SMILES is NOc1ccn[nH]1. The calculated total energy comes out at -9705.687 eV. Its max |F| is 0.09430 hartree/bohr. The value obtained for the energy above the lowest of the compared OMol25 structures with the same formula, charge and spin is 472.44 kJ/mol.

=====

Repeat the fifth record exactly.
Molecular formula: C3H3BiFO2
Method: DFT, ωB97M-V/def2-TZVPD

Positions of all 10 atoms, in Å:
Bi -0.581 2.917 -4.140
F -3.129 0.868 0.358
O -1.621 1.961 -1.020
O -0.396 0.421 -1.790
C -1.229 -0.273 -0.811
C -1.696 0.921 -0.044
C -1.113 1.464 -2.155
H -1.993 -1.030 -0.586
H -1.177 1.200 0.876
H -0.615 -1.257 -1.157

The calculated total energy comes out at -15797.148 eV. Its net charge is +1. Its max |F| is 0.10341 hartree/bohr.